55
Properties=species:S:1:pos:R:3 method="wB97M-V/def2-TZVPD" smiles="COc1ccc(CCc2nnc(CCC(=O)NCCc3ncccc3C)o2)cc1" e_lumo_ev=0.60 orbital_gap_ev=8.69 de_lowest_kcal_mol=51.8
C 4.895 0.177 -1.821
O 3.840 0.268 -2.754
C 2.741 -0.508 -2.550
C 2.637 -1.503 -1.585
C 1.449 -2.195 -1.439
C 0.353 -1.931 -2.245
C -0.976 -2.581 -1.976
C -1.663 -1.857 -0.797
C -1.619 -0.398 -1.045
N -2.403 0.306 -1.790
N -1.909 1.563 -1.808
C -0.848 1.568 -1.070
C 0.023 2.736 -0.786
C 1.480 2.348 -0.532
C 1.717 1.354 0.601
O 2.637 0.559 0.570
N 0.894 1.461 1.659
C 0.872 0.453 2.697
C -0.384 0.638 3.554
C -1.619 0.595 2.696
N -1.883 1.730 2.052
C -2.938 1.802 1.258
C -3.798 0.737 1.059
C -3.519 -0.451 1.714
C -2.411 -0.547 2.548
C -2.094 -1.831 3.251
O -0.609 0.347 -0.542
C 0.475 -0.959 -3.232
C 1.651 -0.257 -3.386
H 4.526 0.331 -0.803
H 5.593 0.969 -2.089
H 5.404 -0.790 -1.890
H 3.459 -1.725 -0.927
H 1.375 -2.953 -0.671
H -0.854 -3.635 -1.719
H -1.616 -2.503 -2.855
H -2.700 -2.179 -0.707
H -1.126 -2.064 0.130
H -0.390 3.284 0.067
H -0.040 3.398 -1.651
H 1.910 1.903 -1.432
H 2.054 3.250 -0.304
H 0.057 2.031 1.619
H 0.890 -0.540 2.231
H 1.771 0.544 3.317
H -0.413 -0.128 4.326
H -0.333 1.618 4.030
H -3.090 2.751 0.761
H -4.645 0.829 0.400
H -4.161 -1.309 1.577
H -2.207 -1.715 4.329
H -1.069 -2.142 3.053
H -2.767 -2.619 2.920
H -0.367 -0.736 -3.872
H 1.745 0.509 -4.141

=====

5
Properties=species:S:1:pos:R:3 method="wB97M-V/def2-TZVPD" spin_multiplicity=3 e_lumo_ev="-0.23 / -3.46" orbital_gap_ev="8.02 / 6.31" s_squared=2.01
C -0.302 0.041 0.119
F -0.457 0.536 1.313
Br -0.776 1.090 -1.325
I 2.574 0.368 -0.001
I -1.040 -2.035 -0.105

=====

19
Properties=species:S:1:pos:R:3 method="wB97M-V/def2-TZVPD" smiles=CNC[C@H](N)CO e_lumo_ev=0.86 orbital_gap_ev=9.44 de_lowest_kcal_mol=42.8
C -1.818 1.495 0.599
N -0.574 1.769 -0.081
C 0.187 0.680 -0.640
C 0.446 -0.605 0.150
N 1.411 -0.388 1.258
C 1.017 -1.679 -0.757
O 0.262 -2.180 -1.855
H -2.669 2.109 0.295
H -1.742 1.535 1.689
H -2.136 0.478 0.351
H -0.028 2.462 0.406
H -0.231 0.447 -1.626
H 1.200 1.039 -0.879
H -0.491 -0.975 0.585
H 1.701 0.573 1.126
H 0.901 -0.402 2.132
H 2.000 -1.443 -1.121
H 1.192 -2.534 -0.090
H -0.626 -2.381 -1.541